## i
DFT (ωB97M-V/def2-TZVPD) results for 2 unconnected molecules or ions with the total composition CH4N2OS.

Geometry as XYZ:
```
9
Properties=species:S:1:pos:R:3:nbo_charge:R:1
C 0.62760 -0.48168 0.44697 0.292
H 2.02455 1.29259 2.29699 0.437
H -0.00606 1.73832 0.31766 0.396
H 1.45498 -1.20033 0.92658 0.194
H -2.60139 -1.61091 -0.88477 0.106
N 0.72556 0.88685 0.69156 -0.348
N 0.23715 -0.92310 -0.56619 -0.619
O 0.91626 0.88361 2.03274 -0.549
S -1.16917 -0.25905 -1.40487 0.091
```

Properties
frontier orbital gap	0.280	hartree
lowest unoccupied orbital energy	-1.04	eV
charge	0
HOMO	-8.660	eV

## ii
DFT (ωB97M-V/def2-TZVPD) results for a single CH4N2OS molecule.

Geometry as XYZ:
```
9
Properties=species:S:1:pos:R:3:nbo_charge:R:1
N 0.41886 -0.53703 -1.15295 -0.845
C -0.25413 0.45750 -0.59406 0.756
O -1.08921 1.09737 -1.15545 -0.632
N 0.12461 0.80384 0.70748 -0.784
S 0.58364 -0.36413 1.92090 0.159
H 1.18016 -0.96714 -0.57250 0.411
H 0.15799 -0.82011 -2.11882 0.424
H -0.58024 1.48528 1.03928 0.407
H -0.54168 -1.15557 1.92612 0.102
```

Properties
frontier orbital gap	0.389	hartree
lowest unoccupied orbital energy	0.66	eV
charge	0
HOMO	-9.936	eV
SMILES	NC(=O)NS

Name the most stable of them. ii.

## i
DFT (ωB97M-V/def2-TZVPD) results for a single CH4N2OS molecule.

Geometry as XYZ:
```
9
Properties=species:S:1:pos:R:3:nbo_charge:R:1
N 0.84295 1.13075 -0.03605 -0.843
C 0.78638 -0.23098 -0.07841 0.773
O 1.76548 -0.96636 -0.05191 -0.646
N -0.47196 -0.80405 -0.15530 -0.817
S -1.93719 -0.08408 -0.13894 0.219
H 0.01137 1.63423 -0.24991 0.400
H 1.77378 1.52731 -0.13651 0.416
H -0.39812 -1.81015 -0.18898 0.416
H -2.37269 -0.39667 1.03600 0.083
```

Properties
frontier orbital gap	0.378	hartree
lowest unoccupied orbital energy	0.71	eV
charge	0
HOMO	-9.563	eV
SMILES	NC(=O)NS

## ii
DFT (ωB97M-V/def2-TZVPD) results for 2 unconnected molecules or ions with the total composition CH4N2OS.

Geometry as XYZ:
```
9
Properties=species:S:1:pos:R:3:nbo_charge:R:1
C -0.27226 -2.43420 1.76605 -0.209
N 0.21937 0.92149 0.21957 -0.649
N -0.48819 -0.22502 -0.05783 -0.216
O 0.46599 -1.28160 -0.51913 -0.654
S 0.58133 -2.00996 2.94809 0.209
H -0.17634 -1.77199 -1.05734 0.473
H 1.11195 0.64940 0.47526 0.345
H 0.17495 1.51488 -0.67117 0.363
H -0.70428 -0.88850 0.76616 0.337
```

Properties
frontier orbital gap	0.333	hartree
lowest unoccupied orbital energy	-0.37	eV
charge	0
HOMO	-9.423	eV

Name the most stable of them. i.

## i
DFT (ωB97M-V/def2-TZVPD) results for a single C2H5P molecule.

Geometry as XYZ:
```
8
Properties=species:S:1:pos:R:3:nbo_charge:R:1
C 0.25530 0.78771 -0.22528 -0.651
C 0.30332 -0.78704 -0.21837 -0.630
P -1.39211 -0.01671 0.03346 0.442
H 0.74244 1.15000 0.56080 0.207
H 0.61446 1.41133 -1.14935 0.238
H 0.38925 -1.36482 -1.11372 0.234
H 0.48529 -1.15575 0.74272 0.224
H -1.39796 -0.02472 1.36974 -0.064
```

Properties
frontier orbital gap	0.392	hartree
lowest unoccupied orbital energy	1.26	eV
charge	0
HOMO	-9.406	eV
SMILES	C1CP1

## ii
DFT (ωB97M-V/def2-TZVPD) results for a single C2H5P molecule.

Geometry as XYZ:
```
8
Properties=species:S:1:pos:R:3:nbo_charge:R:1
C 1.19440 -0.25715 0.07891 -0.644
P -0.06286 -0.02710 -1.23906 0.521
C -1.24636 -0.03898 0.18238 -0.589
H 1.54648 0.34972 0.89087 0.201
H 1.61510 -1.22130 0.05635 0.182
H -0.17716 1.34806 -1.24598 -0.048
H -1.24929 -0.98793 0.71328 0.196
H -1.62031 0.83467 0.56326 0.181
```

Properties
frontier orbital gap (spin up / spin down)	0.297 / 0.311	hartree
lowest unoccupied orbital energy (spin up / spin down)	-0.11 / 0.03	eV
charge	0
HOMO (spin up / spin down)	-8.193 / -8.447	eV
SMILES	C=[PH]=C

Name the most stable of them. i.

## i
DFT (ωB97M-V/def2-TZVPD) results for a single C22H28N4O5S molecule.

Geometry as XYZ:
```
60
Properties=species:S:1:pos:R:3:nbo_charge:R:1
C 3.42930 -2.54516 -3.01005 -0.263
O 4.30645 -1.73342 -2.25061 -0.509
C 3.69232 -1.25441 -0.94878 0.304
C 4.63374 -0.49679 -0.03305 -0.200
C 4.13843 0.01088 1.14029 -0.284
C 2.61300 -0.44489 1.66289 0.397
O 2.37499 0.06931 2.77172 -0.533
C 2.76045 1.23122 3.51220 -0.236
C 1.83860 -1.05668 0.73926 0.014
N 0.39854 -1.20403 1.06316 -0.729
C -0.11857 -2.26652 0.57384 -0.330
C -0.59285 -2.31519 -0.89683 0.643
O -0.09137 -3.30340 -1.86952 -0.680
N -1.21152 -1.07946 -1.27586 -0.499
N -1.75220 -1.16801 -2.50772 -0.220
C -2.32813 0.06694 -2.75348 0.246
C -2.54206 0.25699 -4.13609 -0.458
C -2.09577 1.79644 -4.38812 -0.223
N -2.68821 2.87167 -3.49649 -0.468
C -3.82838 3.26460 -3.79962 -0.367
C -2.20655 2.57329 -2.29971 -0.126
C -2.83464 1.16737 -1.84414 -0.507
S -0.34174 0.00119 1.73189 2.402
O -1.59928 -0.11816 1.15924 -0.979
O 0.28741 1.17218 1.26120 -0.955
C -0.21069 -0.03612 3.49341 -0.279
C -0.08178 -1.55097 4.10987 -0.107
C -0.15520 -1.55241 5.37663 -0.291
C -0.45358 -0.50904 6.23018 -0.138
C -0.33708 1.06413 5.49807 -0.128
C -0.50585 1.03852 4.12124 -0.275
C 2.32315 -1.31282 -0.49762 -0.328
H 4.06859 -2.69071 -3.93626 0.192
H 3.16478 -3.45373 -2.58794 0.182
H 2.44196 -2.11498 -3.44033 0.188
H 5.52011 -0.34049 -0.36966 0.196
H 4.89161 0.36119 1.74329 0.202
H 3.06502 1.87161 2.77315 0.225
H 3.86797 0.82215 3.86582 0.168
H 2.14721 1.18869 4.36036 0.232
H -1.07883 -2.47381 1.08050 0.242
H 0.35241 -3.21609 0.78040 0.235
H -1.57239 -0.56054 -0.41249 0.423
H -2.35204 -0.42928 -4.85392 0.247
H -3.71724 0.14416 -4.25954 0.200
H -2.49118 2.04325 -5.59057 0.206
H -1.03776 1.57442 -4.47007 0.221
H -4.31364 4.14677 -3.32098 0.223
H -4.17521 3.59425 -4.91662 0.216
H -4.88413 2.49659 -3.74102 0.081
H -2.63426 3.20414 -1.50126 0.191
H -1.36510 2.45408 -2.11115 0.169
H -2.56446 0.98519 -0.80134 0.231
H -3.96292 1.26655 -2.05936 0.241
H 0.14575 -2.21963 3.36786 0.228
H -0.19441 -2.46003 5.88802 0.222
H -0.55361 -0.50485 7.35647 0.233
H -0.62649 1.76711 6.07565 0.176
H -0.73650 2.05177 3.77740 0.256
H 1.77383 -2.14505 -1.13378 0.280
```

Properties
frontier orbital gap	0.235	hartree
lowest unoccupied orbital energy	-1.12	eV
charge	0
HOMO	-7.515	eV
SMILES	COc1ccc(OC)c(N(CC(=O)NN=C2CCN(C)CC2)S(=O)(=O)c2ccccc2)c1

## ii
DFT (ωB97M-V/def2-TZVPD) results for a molecular structure, C22H28N4O5S.

Geometry as XYZ:
```
60
Properties=species:S:1:pos:R:3:nbo_charge:R:1
O -1.69731 -0.17532 6.06109 -0.586
C -1.61803 -0.87683 5.23058 0.665
N -0.83151 -0.65190 4.22404 -0.442
C -0.26946 -1.51682 3.15616 -0.191
H -0.89281 -2.17022 3.10435 0.170
C 1.20517 -2.06165 3.41706 -0.396
H 1.63762 -2.83431 2.59950 0.237
H 0.96205 -2.49859 4.42544 0.219
C 2.04880 -0.83472 3.59735 -0.338
C 2.46773 -0.29632 2.36153 0.606
N 1.47451 0.18504 1.36179 -0.552
C 2.35769 0.71535 0.35598 0.351
N 3.83674 0.45711 0.76563 -0.194
O 3.63963 -0.39336 1.88451 -0.273
C 1.99268 1.44698 -0.71907 -0.127
C 0.77846 1.60772 -0.96542 -0.235
C 0.42725 2.35496 -1.95437 -0.102
C 1.25856 2.61420 -3.04344 -0.377
C 2.37770 2.28804 -2.78836 -0.134
C 2.95656 1.53512 -1.82046 -0.150
H 3.94604 1.46188 -1.64870 0.233
H 3.16976 2.44577 -3.85331 0.185
S 0.49911 3.36400 -4.51981 2.480
O -0.30633 4.34918 -4.24366 -0.980
O 1.43571 3.90117 -5.29343 -0.958
N -0.36854 2.18114 -5.02045 -0.890
H -1.00306 2.59973 -5.53457 0.398
C 0.21367 1.12916 -5.80352 -0.242
H 1.42482 0.99248 -5.42124 0.211
H 0.61885 1.40554 -6.83999 0.228
C -0.53506 -0.14590 -5.77728 0.031
H 0.13628 -0.76655 -6.32099 0.190
C -0.75674 -0.64539 -4.33095 -0.417
H -0.54708 -1.60976 -4.27044 0.200
H 0.01062 -0.11690 -3.64490 0.215
C -2.34353 -0.28363 -4.16427 -0.334
H -2.29010 1.02327 -3.77570 0.202
C -2.62155 -0.53600 -5.64968 -0.106
H -3.06108 -1.36473 -5.79742 0.170
O -1.72320 -0.05237 -6.59974 -0.496
H -3.42555 0.23110 -5.74501 0.183
H -2.67306 -0.95749 -3.64774 0.172
H -0.71041 2.66738 -2.22487 0.224
H 0.14593 1.47924 -0.10436 0.242
H 2.97145 -1.24805 3.93002 0.236
C 1.59285 0.11454 4.76327 -0.399
C 0.25678 0.54386 4.27208 -0.240
H -0.13662 1.22090 5.07373 0.232
H 0.04909 1.10222 3.24745 0.244
H 2.17793 0.96660 4.49299 0.234
H 1.43677 -0.30394 5.62440 0.228
H -0.28431 -1.00019 2.15579 0.218
C -2.57582 -2.06110 5.11388 -0.285
C -1.96865 -3.36517 5.75314 -0.389
C -3.17594 -2.60731 6.19455 -0.408
H -3.20470 -2.11914 6.95522 0.208
H -4.23799 -2.81736 5.92837 0.214
H -1.18364 -3.25950 6.23550 0.183
H -2.30376 -4.32380 5.23719 0.214
H -2.76098 -2.48937 4.00055 0.217
```

Properties
frontier orbital gap	0.309	hartree
lowest unoccupied orbital energy	-0.83	eV
charge	0
HOMO	-9.241	eV

Name the most stable of them. i.